Entry 1:
ORCA calculation (ωB97M-V/def2-TZVPD) on a 6-piece molecular cluster, C21H31N6O10 overall.

As for the net charge: -1. The calculation puts the total energy at -1898.98644 Ha. The value obtained for the frontier orbital gap is 6.04 eV. For the HOMO energy, the calculation gives -6.02 eV. The spin multiplicity is 1. As for the relative energy (zero: lowest compared OMol25 entry of this formula, charge and spin): 516.8 kJ/mol.

Element x y z (Å)
N1 1.94 -0.27 -0.83
O1 2.80 0.60 -0.41
O2 0.95 0.11 -1.51
O3 2.07 -1.51 -0.73
C1 1.95 -2.93 2.34
C2 1.74 -1.43 2.50
C3 2.21 -0.73 3.83
C4 2.70 -1.67 4.96
C5 2.87 -3.17 4.63
C6 2.47 -3.70 3.30
N2 2.75 -1.13 6.37
O4 3.20 -1.98 7.24
O5 3.05 0.17 6.51
H1 1.60 -3.25 1.34
H2 1.51 -0.90 1.64
H3 1.84 0.25 3.96
H4 3.29 -3.76 5.56
H5 2.43 -4.66 2.80
C7 -1.12 -0.54 -4.20
C8 -1.35 0.57 -5.13
C9 -2.16 0.34 -6.53
C10 -2.92 -0.99 -6.63
C11 -2.61 -2.06 -5.54
C12 -1.71 -1.77 -4.37
N3 -3.77 -1.24 -7.74
O6 -4.18 -2.45 -7.74
O7 -3.75 -0.55 -8.73
H6 -0.65 -0.67 -3.47
H7 -0.94 1.65 -5.02
H8 -2.32 1.11 -7.24
H9 -3.30 -3.00 -5.57
H10 -1.85 -2.35 -3.42
C13 -2.13 4.19 0.83
O8 -3.23 4.73 1.36
N4 -2.07 3.54 -0.32
C14 -0.72 2.98 -0.69
C15 -3.26 3.30 -1.17
H11 -1.22 4.45 1.47
H12 -0.22 2.54 0.32
H13 -0.17 3.67 -1.13
H14 -1.12 2.17 -1.27
H15 -3.60 4.38 -1.55
H16 -3.99 3.00 -0.54
H17 -3.21 2.49 -1.75
C16 3.10 3.40 2.31
O9 2.24 4.29 2.45
N5 3.83 2.86 3.34
C17 4.83 1.79 3.07
C18 3.54 3.20 4.71
H18 3.16 2.85 1.26
H19 5.66 2.48 3.08
H20 4.82 1.44 2.18
H21 4.67 0.95 3.82
H22 2.65 2.69 5.18
H23 3.53 4.32 4.94
H24 4.16 2.88 5.59
C19 -2.93 -4.11 -0.76
O10 -2.25 -5.12 -0.80
N6 -2.58 -2.83 -0.69
C20 -3.50 -1.72 -0.97
C21 -1.15 -2.59 -0.71
H25 -3.85 -4.22 -0.62
H26 -3.27 -0.89 -1.61
H27 -3.79 -1.33 0.11
H28 -4.27 -2.29 -1.58
H29 -0.86 -1.66 -0.07
H30 -1.02 -2.58 -1.68
H31 -0.46 -3.33 -0.28

Entry 2:
ORCA calculation (ωB97M-V/def2-TZVPD) on a 7-piece molecular cluster, H12IO6 overall.

As for the net charge: -1. The calculation puts the total energy at -756.42546 Ha. The value obtained for the frontier orbital gap is 7.26 eV. For the HOMO energy, the calculation gives -4.28 eV. The spin multiplicity is 1. As for the relative energy (zero: lowest compared OMol25 entry of this formula, charge and spin): 116.7 kJ/mol.

Element x y z (Å)
I1 -0.99 -10.95 0.25
O1 1.78 -9.91 -2.78
H1 1.02 -10.06 -2.18
H2 1.35 -9.71 -3.62
O2 4.02 -12.35 0.44
H3 3.58 -11.83 1.12
H4 3.64 -11.88 -0.32
O3 2.92 -10.04 1.50
H5 2.24 -9.87 0.88
H6 2.71 -9.70 2.41
O4 1.07 -14.19 -0.76
H7 0.39 -14.67 -1.19
H8 0.60 -13.93 0.09
O5 -0.94 -13.17 -3.45
H9 -0.28 -12.60 -3.81
H10 -1.68 -12.54 -3.30
O6 4.49 -8.45 -0.86
H11 3.85 -8.95 -1.40
H12 4.08 -8.37 0.00

| no. | largest force on an atom (eV/Å) |
| --- | --- |
| 1 | 14.434 |
| 2 | 2.718 |